1.
6 unconnected molecules or ions with the total composition C24H34ClNO21S2 at a distorted geometry. Source: the Open Molecules 2025 dataset; level of theory: wB97M-V/def2-TZVPD.

```
83
C24H34ClNO21S2, DFT wB97M-V/def2-TZVPD
N -0.0974 -2.2860 4.1306
C 0.5110 -1.9141 3.2146
O 0.9006 -1.5115 2.0351
C 1.1022 -0.0901 2.0250
O 1.7556 0.2306 3.2808
S 2.4498 1.6736 3.1123
O 2.8819 2.0801 4.4074
O 3.5394 1.6485 2.1787
C 1.1711 2.8162 2.6092
C -0.0712 2.1978 1.8735
C -0.2164 0.6511 1.9010
C -0.8680 0.1710 0.5730
C -2.3840 -0.0828 0.6454
C -3.2056 1.0167 1.3809
C -3.5739 0.5180 2.7812
S -4.3077 1.8043 3.8047
O -4.7971 2.8563 2.9755
O -3.3500 2.1915 4.7883
Cl -5.9271 0.9029 4.6896
H 1.7880 0.1621 1.2139
H 1.6551 3.5117 1.9286
H 0.8341 3.3312 3.5027
H -0.1040 2.6041 0.8659
H -0.9422 2.5919 2.3946
H -0.8191 0.3828 2.7688
H -0.4196 -0.7577 0.2136
H -0.7040 0.8870 -0.2340
H -2.6626 -1.0466 1.0774
H -2.7470 -0.1016 -0.3921
H -4.1459 1.1216 0.8382
H -2.7519 2.0059 1.3658
H -2.7622 0.0626 3.3471
H -4.3275 -0.2627 2.6592
C 5.9548 0.6815 0.7462
C 6.9824 -0.2283 1.3740
O 7.6985 -0.7184 0.2347
C 7.5455 0.1779 -0.7683
O 8.1491 0.1492 -1.7920
O 6.6165 1.1089 -0.4521
H 5.7012 1.5284 1.3719
H 5.0391 0.1554 0.4745
H 7.6770 0.3084 2.0228
H 6.5381 -1.0478 1.9333
C -5.8345 -2.0371 -2.3499
C -5.7723 -1.7563 -3.8295
O -4.5780 -0.9705 -3.9430
C -3.7918 -1.2584 -2.8852
O -2.6611 -0.8957 -2.7677
O -4.4482 -2.0058 -1.9742
H -6.2762 -3.0031 -2.1206
H -6.3648 -1.2573 -1.7992
H -5.6540 -2.6640 -4.4240
H -6.6345 -1.2030 -4.1929
C -3.5482 3.6556 -2.3215
C -3.1596 2.2054 -2.4881
O -4.3069 1.5159 -1.9788
C -5.3695 2.3578 -2.0855
O -6.4955 2.0316 -1.9071
O -4.9720 3.6069 -2.4211
H -3.1302 4.2976 -3.0929
H -3.2772 4.0541 -1.3408
H -3.0156 1.9241 -3.5320
H -2.2689 1.9369 -1.9246
C -6.7163 -5.1827 1.5534
C -5.5474 -6.0910 1.2514
O -5.7096 -6.3463 -0.1464
C -6.4258 -5.3282 -0.6752
O -6.5904 -5.1529 -1.8385
O -6.9298 -4.5304 0.2979
H -6.5003 -4.4570 2.3336
H -7.6188 -5.7349 1.8210
H -4.5843 -5.6022 1.4107
H -5.5723 -7.0180 1.8185
C 11.2524 1.1528 -2.5913
C 11.1758 1.5908 -4.0330
O 12.5317 1.9455 -4.3215
C 13.3322 1.2730 -3.4543
O 14.5137 1.2190 -3.5353
O 12.5972 0.6722 -2.4857
H 10.5390 0.3698 -2.3503
H 11.1193 1.9829 -1.8943
H 10.8723 0.7817 -4.7001
H 10.5140 2.4400 -4.1832
```

SMILES = N#CO[C@@H]1OS(=O)(=O)CC[C@H]1CCCCS(=O)(=O)Cl.O=C1OCCO1.O=C1OCCO1.O=C1OCCO1.O=C1OCCO1.O=C1OCCO1
lowest unoccupied orbital energy = -0.2 eV
ΔE to the lowest compared entry with this formula, charge and spin = 0.00 kcal per mole
HOMO energy = -10.68 eV

Löwdin atomic charge list, values in e, 2 entries: atom 1 (N): 0.20, atom 2 (C): -0.32

=====

2.
A molecular structure, C24H34MnO2S6. Source: the Open Molecules 2025 dataset; level of theory: wB97M-V/def2-TZVPD.

```
67
C24H34MnO2S6, DFT wB97M-V/def2-TZVPD
Mn 0.4386 0.4351 0.0020
C 1.2922 3.2469 -1.6870
C 1.0702 2.2681 -2.8308
S 1.1894 0.5088 -2.3638
C 2.9768 0.1587 -2.3047
C 3.6946 0.7071 -1.0804
S 2.7955 0.1340 0.3823
C 3.2413 1.2763 1.7099
C 2.2560 1.0515 2.8477
S 0.4993 1.1763 2.3723
C 0.1534 2.9647 2.3207
C 0.7100 3.6874 1.1028
S 0.1437 2.7954 -0.3668
H 1.0268 4.2640 -1.9913
H 2.3088 3.2573 -1.3027
H 1.7940 2.4323 -3.6324
H 0.0722 2.3629 -3.2644
H 3.4048 0.5617 -3.2252
H 3.0447 -0.9289 -2.3671
H 3.7836 1.7905 -1.0647
H 4.6975 0.2777 -0.9953
H 3.2556 2.2945 1.3299
H 4.2560 1.0081 2.0189
H 2.4176 1.7718 3.6530
H 2.3467 0.0515 3.2778
H 0.5529 3.3868 3.2456
H -0.9343 3.0350 2.3779
H 1.7936 3.7749 1.0938
H 0.2824 4.6912 1.0193
O -1.3946 0.3799 -0.3383
S -2.9334 0.6961 -0.5112
C -3.6756 -0.9562 -0.3916
C -2.7039 -2.1129 -0.6580
C -2.1232 -2.6988 0.6349
C -0.9700 -3.6749 0.3691
S 0.6854 -2.9416 0.4985
O 0.3792 -1.4006 0.3292
C 1.1224 -3.1502 2.1697
C 0.4940 -2.4377 3.1928
C 0.8418 -2.7298 4.4999
C 1.7923 -3.7184 4.7694
C 2.4066 -4.4110 3.7369
C 2.0845 -4.1237 2.4151
C -3.1334 1.1410 -2.1807
C -4.0964 2.1137 -2.4248
C -4.3773 2.4437 -3.7466
C -3.6881 1.8254 -4.7794
C -2.7102 0.8641 -4.5106
C -2.4249 0.5090 -3.2040
H -4.4966 -0.9003 -1.1078
H -4.1053 -0.9990 0.6103
H -1.9021 -1.7997 -1.3251
H -3.2544 -2.8888 -1.1903
H -2.9026 -3.2469 1.1644
H -1.8081 -1.8997 1.3042
H -1.0106 -4.1003 -0.6347
H -0.9210 -4.4990 1.0821
H -0.2669 -1.6979 2.9807
H 0.3551 -2.2125 5.3180
H 2.0470 -3.9491 5.7943
H 3.1383 -5.1782 3.9547
H 2.5602 -4.6632 1.6030
H -4.6331 2.5917 -1.6121
H -5.1362 3.1835 -3.9639
H -3.9135 2.0856 -5.8042
H -2.1958 0.3748 -5.3289
H -1.6934 -0.2602 -2.9926
```

lowest unoccupied orbital energy (spin up / spin down) = -15.6 / -13.5 eV
multiplicity = 4
net charge = +4
<S²> = 4.22
HOMO energy (spin up / spin down) = -19.69 / -19.70 eV

natural (NBO) atomic charge list, values in e, 2 entries: atom 1 (Mn): 1.01, atom 2 (C): -0.54

=====

3.
A molecular structure, C24H34N2O12Pb at a distorted geometry. Source: the Open Molecules 2025 dataset; level of theory: wB97M-V/def2-TZVPD.

```
73
C24H34N2O12Pb, DFT wB97M-V/def2-TZVPD
Pb -0.2770 -0.0117 0.0676
C -0.2314 4.4338 1.4171
C -0.5070 3.1638 1.9777
C -1.1924 3.1271 3.3462
O -1.5621 2.0570 3.8343
C -1.2136 4.3630 4.1099
C -0.8151 5.6095 3.6139
C -0.2923 5.6091 2.1825
O -0.1360 6.6977 1.5586
O -0.7928 6.6135 4.3716
O -0.3644 2.1038 1.3107
H -0.0592 4.4601 0.3495
H -1.5970 4.2341 5.1128
C -3.0102 -3.3437 2.0881
C -3.9569 -4.3388 1.6209
C -4.1888 -4.4219 0.0608
O -4.9491 -5.2742 -0.3912
C -3.4656 -3.5073 -0.7824
C -2.6262 -2.5624 -0.2537
C -2.4186 -2.4483 1.2435
O -1.6641 -1.5035 1.6879
O -1.9894 -1.7507 -1.0211
O -4.5672 -5.0576 2.4016
H -2.7720 -3.2134 3.1353
H -3.6780 -3.5273 -1.8426
C 1.3695 0.1339 3.2865
O 1.2452 -0.6432 2.1103
C 2.2741 -1.5800 1.9172
C 1.9207 -2.5288 0.7800
N 1.6122 -1.7790 -0.4554
C 1.3168 -2.7427 -1.5621
C 2.5584 -3.2912 -2.2877
O 3.2046 -2.1568 -2.8458
C 4.2377 -2.4223 -3.7368
H 1.2223 -0.5094 4.1567
H 0.5296 0.8325 3.3116
H 2.2724 0.7501 3.2699
H 2.3830 -2.1475 2.8494
H 3.2152 -1.0482 1.7073
H 1.0736 -3.1510 1.0876
H 2.7262 -3.2667 0.6558
H 2.5743 -1.5163 -0.6965
H 0.6707 -2.2037 -2.2497
H 0.7961 -3.6277 -1.1921
H 2.1798 -4.0616 -2.9657
H 3.2507 -3.7793 -1.5923
H 3.9353 -2.9244 -4.6700
H 4.9972 -3.0971 -3.3132
H 4.6998 -1.4875 -4.0556
C 2.6911 2.2856 0.0985
O 1.7559 1.4508 -0.5548
C 1.8982 1.5847 -1.9827
C 0.9256 0.7541 -2.7979
N -0.4692 0.6238 -2.3478
C -1.1378 1.9554 -2.4025
C -2.5720 1.8502 -1.8555
O -2.4646 1.3605 -0.5474
C -3.6833 0.9305 0.0422
H 3.7165 2.1883 -0.2786
H 2.6976 1.9145 1.1265
H 2.3980 3.3379 0.1192
H 2.9220 1.3325 -2.2665
H 1.6712 2.6293 -2.2295
H 1.3096 -0.2713 -2.8394
H 1.0758 1.0748 -3.8417
H -0.8643 0.1639 -3.1696
H -1.2847 2.2994 -3.4370
H -0.5630 2.7246 -1.8881
H -3.1112 1.2221 -2.5699
H -2.9234 2.8875 -1.8157
H -4.1653 1.8166 0.4706
H -3.4305 0.2716 0.8765
H -4.3306 0.3490 -0.6178
```

lowest unoccupied orbital energy = 3.1 eV
net charge = -2
ΔE to the lowest compared entry with this formula, charge and spin = 48.90 kcal per mole
HOMO energy = -1.03 eV

Löwdin atomic charge list, values in e, 2 entries: atom 1 (Pb): 1.65, atom 2 (C): -0.03

=====

4.
A single C24H34N2O4 molecule. Source: the Open Molecules 2025 dataset; level of theory: wB97M-V/def2-TZVPD.

```
64
C24H34N2O4, DFT wB97M-V/def2-TZVPD
C -2.4974 -4.6235 0.6153
C -3.6065 -3.8556 -0.0886
H -4.5630 -4.3737 0.0000
H -3.3566 -3.7098 -1.1447
O -3.8209 -2.5777 0.5167
C -3.0078 -1.5847 0.1590
O -2.1448 -1.6958 -0.6787
C -3.3155 -0.3374 0.9478
H -2.7786 -0.4193 1.8984
H -4.3824 -0.3099 1.1661
C -2.8468 0.9599 0.2567
N -1.4129 0.8785 0.0140
C -0.4879 0.6734 0.9716
O -0.7239 0.6836 2.1653
C 0.9187 0.3944 0.4464
H 1.6074 0.6549 1.2536
C 1.0068 -1.1274 0.1994
N 2.1601 -1.4734 -0.5944
C 2.3592 -0.8600 -1.7826
O 3.2629 -1.1443 -2.5442
C 1.3496 0.2393 -2.0463
C 1.3114 1.1616 -0.8248
H 0.6338 1.9999 -0.9987
H 2.3121 1.5787 -0.6897
H 1.6598 0.7857 -2.9371
H 0.3730 -0.2116 -2.2393
C 3.1082 -2.4507 -0.1119
H 2.5818 -3.3721 0.1605
H 3.7724 -2.6615 -0.9525
C 3.9189 -1.9405 1.0912
C 4.4451 -0.5491 0.8633
C 5.2271 -0.2547 -0.2472
C 5.6652 1.0369 -0.4757
C 5.3358 2.0526 0.4062
C 4.5758 1.7658 1.5265
C 4.1352 0.4728 1.7516
H 3.5476 0.2560 2.6339
H 4.3203 2.5495 2.2252
H 5.6735 3.0624 0.2237
H 6.2626 1.2516 -1.3493
H 5.4840 -1.0338 -0.9479
H 4.7481 -2.6329 1.2572
H 3.2959 -1.9462 1.9884
H 1.0644 -1.6497 1.1549
H 0.0950 -1.4642 -0.3115
H -1.1560 0.6464 -0.9319
C -3.1575 2.1591 1.1655
C -2.7825 3.4763 0.4938
C -3.5242 3.6349 -0.8290
C -3.1959 2.4680 -1.7537
C -3.5556 1.1397 -1.0910
H -3.2970 0.3105 -1.7529
H -4.6334 1.1067 -0.9193
H -3.7480 2.5639 -2.6907
H -2.1308 2.4897 -1.9931
H -3.2446 4.5764 -1.3051
H -4.6001 3.6602 -0.6417
H -3.0257 4.3043 1.1615
H -1.7057 3.4968 0.3152
H -4.2250 2.1563 1.3926
H -2.6056 2.0467 2.0980
H -2.4034 -5.6121 0.1756
H -2.7237 -4.7239 1.6740
H -1.5520 -4.0977 0.5045
```

SMILES = CCOC(=O)CC1(NC(=O)[C@@H]2CCC(=O)N(CCc3ccccc3)C2)CCCCC1
lowest unoccupied orbital energy = 0.7 eV
ΔE to the lowest compared entry with this formula, charge and spin = 2.59 kcal per mole
HOMO energy = -8.95 eV

natural (NBO) atomic charge list, values in e, 2 entries: atom 1 (C): -0.63, atom 2 (C): -0.08

=====

5.
A single C24H34N4O3 molecule. Source: the Open Molecules 2025 dataset; level of theory: wB97M-V/def2-TZVPD.

```
65
C24H34N4O3, DFT wB97M-V/def2-TZVPD
C -0.8290 -3.1853 -2.3914
H -0.6687 -4.1144 -2.9352
H -1.0892 -2.3788 -3.0799
H -1.6331 -3.3127 -1.6632
O 0.3827 -2.8824 -1.7211
C 0.6901 -1.5701 -1.5698
O -0.0232 -0.6697 -1.9689
C 1.9520 -1.3949 -0.9002
C 2.6242 -0.2065 -0.6156
N 2.0957 1.0333 -0.9149
C 2.7374 2.2228 -1.0801
O 3.9352 2.3867 -1.0019
C 1.7737 3.3610 -1.3719
C 0.7874 3.5515 -0.2105
N -0.2026 2.4880 -0.2017
C -1.3736 2.8103 -0.9960
C -2.2784 1.5871 -1.0978
N -2.6934 1.1918 0.2369
C -1.5140 0.8420 1.0031
C -0.6186 2.0726 1.1239
H 0.2695 1.8202 1.7090
H -1.1752 2.8703 1.6451
H -1.8092 0.5155 2.0006
H -0.9315 0.0403 0.5191
C -3.7770 0.2205 0.2552
C -3.3863 -1.2159 -0.1247
C -4.6317 -2.0942 -0.1948
C -5.3677 -2.0874 1.1421
C -5.7338 -0.6620 1.5459
C -4.4843 0.2115 1.6135
H -3.8173 -0.1829 2.3819
H -4.7464 1.2346 1.8865
H -6.2345 -0.6683 2.5165
H -6.4296 -0.2455 0.8138
H -6.2702 -2.6985 1.0727
H -4.7254 -2.5259 1.9097
H -4.3543 -3.1180 -0.4593
H -5.2965 -1.7179 -0.9761
H -2.8744 -1.2099 -1.0886
H -2.7012 -1.6180 0.6252
H -4.5029 0.5782 -0.4865
H -3.1640 1.8418 -1.6842
H -1.7238 0.7888 -1.6118
H -1.0544 3.1086 -1.9969
H -1.9400 3.6441 -0.5443
H 0.3141 4.5428 -0.2913
H 1.3461 3.5297 0.7288
H 1.2253 3.1462 -2.2898
H 2.3612 4.2681 -1.5155
H 1.0859 1.0462 -1.0676
C 3.8418 -0.5723 0.0347
C 4.9156 0.1397 0.5812
C 5.9531 -0.5458 1.1727
C 5.9321 -1.9504 1.2310
C 4.8946 -2.6838 0.7083
C 3.8456 -1.9902 0.1114
N 2.7063 -2.4606 -0.4539
H 2.4268 -3.4215 -0.5478
H 4.8871 -3.7627 0.7546
H 6.7614 -2.4611 1.6993
C 7.1192 0.1884 1.7650
H 7.0285 1.2569 1.5914
H 8.0521 -0.1588 1.3229
H 7.1743 0.0124 2.8392
H 4.9364 1.2144 0.5118
```

SMILES = COC(=O)c1[nH]c2ccc(C)cc2c1NC(=O)CCN1CCN(C2CCCCC2)CC1
lowest unoccupied orbital energy = 0.4 eV
ΔE to the lowest compared entry with this formula, charge and spin = 0.00 kcal per mole
HOMO energy = -7.60 eV

natural (NBO) atomic charge list, values in e, 2 entries: atom 1 (C): -0.26, atom 2 (H): 0.19

=====

6.
A single C24H34N4O6 molecule. Source: the Open Molecules 2025 dataset; level of theory: wB97M-V/def2-TZVPD.

```
68
C24H34N4O6, DFT wB97M-V/def2-TZVPD
C 9.4981 -0.1746 -2.4087
C 8.9189 -0.4791 -1.0405
H 9.6419 -0.2721 -0.2438
H 8.6172 -1.5295 -0.9589
O 7.7687 0.3471 -0.8427
C 7.1712 0.2633 0.3496
O 7.5550 -0.4599 1.2310
C 5.9848 1.2122 0.4267
C 4.9767 0.9032 -0.6880
H 5.4854 0.8621 -1.6516
H 4.2286 1.6983 -0.7213
C 4.2715 -0.4280 -0.4058
N 3.5972 -0.3785 0.8730
C 2.3148 0.0849 1.0730
O 1.9667 0.5768 2.1262
N 1.4615 -0.1282 0.0123
C 0.1176 0.2378 -0.0866
C -0.6353 -0.3262 -1.1160
C -1.9586 0.0197 -1.2899
C -2.5633 0.9422 -0.4382
C -1.8138 1.5087 0.5870
C -0.4883 1.1606 0.7605
H 0.0803 1.5940 1.5652
H -2.2730 2.2232 1.2488
N -3.9180 1.2278 -0.6599
C -4.7333 2.0549 0.0365
O -4.3652 2.7981 0.9230
C -6.2239 2.0219 -0.3366
C -6.6409 1.2200 -1.5745
H -5.9032 1.3201 -2.3726
C -6.8791 -0.2589 -1.2100
N -6.1384 -0.6358 -0.0276
C -5.0469 -1.4256 -0.1422
O -4.6483 -1.8648 -1.2009
O -4.4594 -1.6562 1.0474
C -3.2843 -2.4645 1.0227
C -3.6224 -3.9473 0.9700
H -4.2654 -4.2172 1.8043
H -4.1351 -4.1747 0.0386
H -2.7076 -4.5305 1.0220
H -2.7542 -2.2096 1.9425
H -2.6751 -2.1818 0.1581
C -6.5057 0.0484 1.1956
H -7.2944 -0.5114 1.7137
C -6.9797 1.4733 0.8836
H -6.7925 2.1106 1.7471
H -8.0503 1.4868 0.6721
H -5.6273 0.0764 1.8420
H -7.9412 -0.4292 -1.0082
H -6.5707 -0.9220 -2.0199
H -7.5737 1.6363 -1.9596
H -6.5055 3.0714 -0.4729
H -4.3283 0.6487 -1.3785
H -2.5345 -0.4432 -2.0787
H -0.1804 -1.0455 -1.7837
H 1.7636 -0.7703 -0.7042
C 4.5373 -0.1702 1.9612
C 5.3013 1.1438 1.7944
H 6.0467 1.2254 2.5853
H 4.5990 1.9738 1.8864
H 3.9711 -0.1555 2.8925
H 5.2368 -1.0092 1.9741
H 3.5815 -0.6541 -1.2195
H 5.0114 -1.2349 -0.3576
H 6.3910 2.2170 0.2634
H 10.3772 -0.7895 -2.5773
H 8.7643 -0.3836 -3.1825
H 9.7795 0.8730 -2.4711
```

SMILES = CCOC(=O)C1CCN(C(=O)Nc2ccc(NC(=O)C3CCN(C(=O)OCC)CC3)cc2)CC1
lowest unoccupied orbital energy = 0.6 eV
ΔE to the lowest compared entry with this formula, charge and spin = 0.16 kcal per mole
HOMO energy = -7.68 eV

natural (NBO) atomic charge list, values in e, 2 entries: atom 1 (C): -0.62, atom 2 (C): -0.07